No. 1
{
  "formula": "C28H19BeN6STe",
  "method": "ωB97M-V with the def2-TZVPD basis set",
  "symbols": ["Be", "N", "C", "C", "C", "C", "C", "C", "S", "N", "C", "C", "C", "C", "C", "C", "N", "H", "H", "H", "H", "H", "H", "H", "H", "H", "N", "C", "C", "C", "N", "C", "N", "Te", "C", "C", "C", "C", "C", "C", "C", "C", "C", "C", "C", "C", "H", "H", "H", "H", "H", "H", "H", "H", "H", "H"],
  "positions_angstrom": [[0.094043, -0.100296, -0.058763], [-2.722563, -1.362768, -2.249486], [-2.779329, -2.780180, -2.405204], [-3.738309, -3.323161, -3.236039], [-3.821254, -4.700604, -3.387456], [-2.939772, -5.521979, -2.707865], [-1.966997, -4.968466, -1.883995], [-1.884049, -3.595477, -1.730681], [-0.615373, -2.963112, -0.673648], [-0.786397, -1.271134, -0.934081], [-1.756310, -0.724662, -1.591844], [-1.744948, 0.774849, -1.551320], [-2.621824, 1.617878, -2.187386], [-2.473228, 2.988037, -1.988282], [-1.460527, 3.455736, -1.174832], [-0.605023, 2.540911, -0.580412], [-0.752704, 1.232730, -0.770427], [-3.462905, -0.827363, -2.668859], [-4.428917, -2.673312, -3.762022], [-4.575401, -5.121968, -4.037057], [-3.000717, -6.595867, -2.815453], [-1.276743, -5.611969, -1.351329], [-3.405197, 1.245528, -2.832433], [-3.151299, 3.679215, -2.470105], [-1.325399, 4.512268, -0.995387], [0.208823, 2.850416, 0.062783], [-0.077965, -0.238130, 1.552157], [0.023472, -0.306626, 2.712286], [0.166526, -0.371034, 4.069610], [0.277646, 0.855283, 4.786679], [0.356643, 1.871054, 5.323939], [0.225714, -1.653120, 4.688269], [0.266317, -2.704134, 5.157600], [2.574073, 0.239406, 0.162445], [3.975068, 0.060641, -1.376386], [3.677187, -0.571699, -2.578534], [4.677227, -0.726306, -3.528578], [5.956524, -0.249606, -3.273842], [6.242971, 0.388119, -2.075134], [5.250140, 0.549938, -1.116471], [2.867593, -1.626042, 1.087667], [2.776556, -2.796410, 0.345600], [2.968399, -4.015555, 0.981976], [3.228646, -4.058268, 2.345456], [3.316253, -2.883416, 3.078426], [3.147696, -1.657003, 2.449070], [2.679358, -0.941527, -2.779686], [4.455917, -1.219259, -4.466478], [6.734024, -0.374547, -4.015714], [7.239832, 0.761672, -1.880849], [5.476384, 1.045342, -0.181185], [2.570431, -2.768296, -0.717053], [2.909717, -4.932908, 0.410070], [3.365387, -5.011075, 2.839189], [3.515896, -2.916376, 4.141056], [3.223673, -0.741304, 3.021713]],
  "atomic_forces_ev_per_a": [[-0.104, -0.093, 0.135], [-0.062, -0.160, -0.050], [-0.011, 0.156, 0.038], [-0.052, -0.016, -0.017], [-0.017, -0.010, -0.019], [0.009, -0.012, 0.010], [-0.024, -0.022, -0.013], [0.018, -0.078, -0.073], [-0.025, 0.219, 0.051], [0.206, -0.020, -0.018], [0.044, 0.261, -0.001], [0.132, -0.371, 0.087], [-0.071, 0.108, -0.085], [-0.073, -0.020, -0.063], [0.076, 0.046, 0.048], [-0.038, -0.059, -0.027], [0.053, 0.016, 0.065], [0.004, -0.007, -0.024], [0.021, -0.008, 0.009], [0.001, -0.008, 0.013], [0.002, 0.004, 0.002], [0.006, 0.012, -0.025], [-0.009, 0.017, 0.017], [0.002, 0.000, 0.002], [0.003, -0.004, -0.006], [-0.011, -0.010, 0.011], [-0.189, 0.096, -0.188], [0.131, -0.041, 0.468], [-0.004, -0.036, -0.162], [-0.065, -0.097, -0.036], [0.032, -0.051, -0.041], [-0.065, 0.125, -0.027], [0.059, 0.044, -0.039], [-0.046, 0.184, 0.173], [-0.075, -0.112, -0.067], [0.099, 0.030, -0.044], [-0.020, 0.024, 0.015], [-0.008, -0.007, -0.011], [-0.039, 0.029, 0.050], [0.089, -0.074, -0.211], [0.069, -0.020, 0.018], [0.048, -0.058, 0.075], [-0.018, 0.030, -0.009], [0.001, 0.014, -0.002], [-0.005, -0.004, -0.007], [-0.069, -0.025, -0.041], [-0.004, -0.009, 0.032], [0.016, 0.009, 0.012], [-0.002, 0.001, 0.004], [-0.010, -0.010, -0.012], [-0.011, -0.010, 0.007], [0.014, 0.013, -0.014], [0.000, 0.005, 0.010], [-0.005, 0.008, -0.001], [-0.017, -0.006, -0.010], [0.018, 0.006, -0.006]],
  "largest_force_ev_per_a": 0.49,
  "gap_ha": 0.231,
  "homo_ev": -10.56,
  "lumo_energy_ev": -4.29,
  "mol_weight_g_mol": 608.18,
  "total_charge": 1
}

=====

No. 2
{
  "formula": "C47H36BrF3N3O3RuSSb",
  "method": "ωB97M-V with the def2-TZVPD basis set",
  "symbols": ["Ru", "Br", "C", "C", "C", "C", "C", "C", "N", "N", "C", "C", "C", "C", "O", "C", "N", "C", "C", "C", "C", "H", "H", "H", "H", "H", "H", "H", "H", "H", "C", "C", "C", "O", "C", "H", "H", "H", "H", "H", "H", "H", "H", "C", "C", "O", "S", "C", "C", "C", "C", "C", "C", "C", "C", "H", "H", "H", "H", "H", "H", "H", "F", "C", "C", "C", "C", "C", "C", "Sb", "C", "C", "C", "C", "F", "C", "C", "C", "C", "C", "C", "F", "C", "C", "H", "H", "H", "H", "H", "H", "H", "H", "H", "H", "H", "H"],
  "positions_angstrom": [[0.835155, 0.546469, 0.347794], [2.859562, -9.694446, 1.589690], [1.749848, -8.414529, 2.416877], [0.377363, -8.645303, 2.498674], [-0.440657, -7.697295, 3.064646], [0.103745, -6.484102, 3.541039], [1.506564, -6.292101, 3.500546], [2.313221, -7.248980, 2.932668], [-0.740718, -5.528081, 3.961427], [-0.516822, -4.396238, 4.447709], [-0.301114, -3.247357, 3.864638], [-0.118870, -2.122024, 4.728859], [0.252230, -0.903517, 4.265894], [0.474098, -0.702106, 2.876959], [0.786935, 0.413533, 2.394571], [0.239818, -1.803735, 1.966739], [0.404954, -1.543751, 0.652659], [0.065337, -2.443715, -0.251307], [-0.489266, -3.667449, 0.112853], [-0.610207, -3.980012, 1.451367], [-0.209553, -3.054071, 2.419337], [-0.034417, -9.568546, 2.116133], [-1.509024, -7.849886, 3.138018], [1.931587, -5.388143, 3.918465], [3.382492, -7.097978, 2.878148], [-0.285357, -2.280788, 5.786624], [0.373302, -0.061739, 4.932693], [0.234680, -2.169079, -1.286030], [-0.820952, -4.350770, -0.655324], [-1.050694, -4.922271, 1.741715], [4.074178, 1.613325, -1.027239], [4.338792, 0.132650, -1.359824], [3.767520, -0.628445, -0.149843], [3.074508, 0.348454, 0.654236], [3.799710, 1.574115, 0.469600], [3.180671, 1.961016, -1.546219], [4.909387, 2.262332, -1.281985], [5.402859, -0.071101, -1.467967], [3.836175, -0.158075, -2.279899], [4.564169, -1.061844, 0.460461], [3.056474, -1.405299, -0.420500], [4.728181, 1.520355, 1.047294], [3.195437, 2.399059, 0.838621], [-1.893125, 2.243812, -9.755655], [-0.991486, 1.973202, -8.592277], [-0.686381, 2.743980, -7.731642], [-0.408363, 0.238998, -8.605604], [0.169463, 0.071405, -6.941014], [1.201700, 0.863352, -6.449935], [1.494706, 0.852531, -5.098029], [0.764424, 0.047684, -4.216935], [-0.183758, -0.839720, -4.746686], [-0.476337, -0.828136, -6.097033], [0.914004, 0.175044, -2.805049], [0.919234, 0.375910, -1.601933], [-2.003720, 3.315418, -9.907830], [-2.871181, 1.814112, -9.534272], [-1.514520, 1.759805, -10.655392], [1.766179, 1.487786, -7.126282], [2.280849, 1.487772, -4.711643], [-0.708051, -1.512141, -4.079530], [-1.227227, -1.494206, -6.502455], [-3.248913, 8.184146, -0.038647], [-2.524537, 7.111115, 0.306345], [-1.646841, 6.573866, -0.615727], [-0.904610, 5.461945, -0.251135], [-1.058921, 4.887892, 1.007688], [-1.926135, 5.468908, 1.926202], [-2.668934, 6.586742, 1.576522], [0.086307, 3.132745, 1.491925], [-0.760803, 2.789306, 3.430589], [-2.114067, 2.513947, 3.605967], [-2.616648, 2.246814, 4.871223], [-1.752049, 2.264187, 5.950356], [-2.234284, 1.993766, 7.170019], [-0.408049, 2.555060, 5.808610], [0.082912, 2.814041, 4.537268], [-1.219055, 1.810118, 0.342117], [-1.468465, 2.072335, -1.018512], [-2.221023, 1.211220, -1.787297], [-2.709727, 0.050550, -1.206506], [-3.401690, -0.809154, -1.961989], [-2.501581, -0.249324, 0.120252], [-1.748606, 0.634581, 0.896252], [-1.550104, 7.025632, -1.593740], [-0.190316, 5.051678, -0.956492], [-2.026664, 5.061958, 2.923018], [-3.353560, 7.051275, 2.273436], [-2.788833, 2.521609, 2.758491], [-3.665108, 2.030176, 5.028856], [0.234795, 2.572285, 6.679154], [1.134219, 3.039532, 4.403211], [-1.079990, 2.972166, -1.476439], [-2.412288, 1.410659, -2.833208], [-2.920381, -1.153700, 0.543731], [-1.653717, 0.446792, 1.956868]],
  "atomic_forces_ev_per_a": [[0.603, -1.104, 0.462], [-0.083, 0.094, 0.089], [0.041, -0.043, -0.045], [0.085, -0.092, -0.002], [-0.088, 0.236, 0.028], [0.714, -0.223, -0.118], [-0.264, 0.093, 0.078], [0.109, -0.064, -0.041], [-1.019, -0.326, -0.389], [0.628, 0.798, 0.641], [-0.205, -0.875, -0.305], [0.164, 0.740, 0.144], [-0.122, -0.436, 0.789], [0.252, 0.984, -0.412], [-0.031, -0.647, 1.530], [-0.219, -1.181, -0.415], [0.225, 1.630, 0.140], [0.087, -0.093, -0.376], [0.100, 0.078, 0.253], [-0.120, -0.172, -0.166], [0.087, 0.505, -0.227], [-0.015, 0.009, 0.004], [-0.001, -0.008, -0.020], [0.016, 0.007, -0.047], [-0.001, -0.024, 0.017], [0.014, -0.057, -0.015], [0.032, 0.046, -0.030], [-0.062, 0.100, 0.032], [0.040, -0.035, 0.010], [0.057, -0.008, 0.011], [-0.036, -0.071, 0.107], [-0.064, -0.010, 0.012], [0.196, -0.150, -0.323], [-1.100, -0.270, -0.018], [0.240, 0.364, -0.293], [0.031, -0.005, -0.035], [0.009, 0.008, 0.025], [0.008, 0.008, 0.012], [-0.019, 0.013, 0.018], [-0.058, 0.039, 0.046], [-0.028, 0.053, 0.019], [-0.055, -0.078, 0.033], [-0.052, -0.084, 0.049], [-0.087, 0.130, -0.109], [0.282, -0.548, 0.269], [-0.150, 0.123, -0.052], [0.006, 0.118, -0.101], [-0.013, 0.059, -0.037], [-0.023, -0.119, -0.023], [-0.034, -0.073, 0.046], [-0.106, -0.062, -0.370], [0.177, 0.092, 0.060], [-0.044, 0.094, -0.044], [0.097, 0.018, 0.514], [0.031, 0.090, -0.786], [0.067, -0.017, -0.001], [0.001, -0.016, -0.002], [-0.010, 0.022, -0.020], [-0.056, 0.113, -0.002], [-0.042, 0.044, 0.033], [-0.049, 0.023, -0.005], [-0.064, 0.064, 0.032], [-0.005, 0.015, 0.001], [0.056, -0.082, 0.037], [-0.016, 0.036, -0.107], [-0.006, 0.001, 0.064], [0.431, -0.154, 0.090], [0.009, 0.028, -0.089], [-0.075, 0.051, 0.019], [-0.901, 0.343, -0.218], [0.248, -0.025, -0.356], [0.070, 0.040, 0.073], [-0.126, -0.054, 0.038], [0.051, 0.042, -0.174], [-0.004, -0.008, 0.045], [0.080, -0.006, 0.108], [-0.083, 0.024, -0.093], [0.384, -0.119, 0.162], [-0.373, -0.044, -0.092], [0.069, 0.258, -0.091], [0.052, -0.029, 0.346], [-0.050, -0.037, -0.062], [-0.161, -0.128, -0.172], [0.295, -0.022, -0.259], [-0.001, 0.017, 0.016], [-0.018, 0.040, -0.044], [-0.036, 0.011, 0.011], [0.006, 0.011, -0.011], [-0.024, -0.030, 0.008], [0.010, 0.010, 0.014], [-0.030, 0.020, 0.007], [0.027, -0.046, 0.098], [0.040, -0.026, -0.039], [0.034, -0.028, -0.006], [-0.034, 0.017, -0.012], [0.004, -0.030, 0.021]],
  "largest_force_ev_per_a": 1.66,
  "gap_ha": [0.180, 0.185],
  "s_squared": 0.811,
  "homo_ev": [-9.56, -9.57],
  "lumo_energy_ev": [-4.66, -4.53],
  "mol_weight_g_mol": 1082.62,
  "total_charge": 1,
  "multiplicity": 2
}

=====

- What is the formula in the second record?
  C47H36BrF3N3O3RuSSb